Here is a molecular structure, C18H20FeO3 at a distorted geometry from OMol25. Energies are from ωB97M-V with the def2-TZVPD basis set.

## Properties
total charge	-2
E_HOMO (alpha / beta)	1.75 / -0.44	eV
M	340.20	g mol⁻¹
DFT total energy	-2187.1073	hartree
Kohn-Sham gap (alpha / beta)	3.6 / 5.6	eV
multiplicity	5

Each line ends with the Löwdin charge.
CARTESIAN COORDINATES (ANGSTROEM)
C -0.06215 2.84690 -2.32669  -0.092
C -0.89591 3.14153 -1.16092  -0.212
C -0.31870 3.81192 -0.03307  -0.461
O 0.85708 4.18215 -0.01069  -0.045
C -1.27737 4.06033 1.13937  -0.119
C -2.64141 4.40734 0.60322  -0.174
O -3.16533 3.37862 -0.31951  -0.037
C -2.31588 2.77983 -1.20125  -0.511
O -2.76051 1.97037 -2.01048  0.000
H -0.70494 2.52751 -3.15709  0.074
H 0.52217 3.72966 -2.63954  0.072
H 0.63691 2.03606 -2.06492  0.046
H -1.30369 3.16515 1.78107  0.120
H -0.90849 4.90629 1.72201  0.105
H -3.40350 4.45060 1.39084  0.105
H -2.59911 5.37914 0.06949  0.120
C 0.89588 -0.46578 -2.32002  -0.143
C 0.38079 -0.20908 -0.97062  -0.113
C 0.95902 -0.78965 0.16436  -0.318
C 0.44512 -0.80469 1.55471  -0.150
C 1.41861 -1.44854 2.40535  -0.208
C 2.53134 -1.88234 1.57563  -0.207
C 2.23603 -1.54767 0.20979  -0.167
Fe 0.79047 -2.63261 0.94166  0.256
C 0.23851 -3.87638 -0.52096  -0.202
C -0.90409 -3.41147 0.24469  -0.191
C -0.67289 -3.74393 1.64411  -0.206
C 0.61976 -4.41825 1.73674  -0.218
C 1.17572 -4.49692 0.39434  -0.211
H 0.06012 -0.44414 -3.02945  0.072
H 1.62191 0.30857 -2.62102  0.063
H 1.39444 -1.44567 -2.41136  0.060
H -0.42877 0.49961 -0.84280  0.090
H -0.45474 -0.27907 1.84440  0.102
H 1.38363 -1.52343 3.48770  0.083
H 3.45821 -2.31128 1.95011  0.082
H 2.87475 -1.66479 -0.65876  0.094
H 0.32443 -3.83803 -1.60908  0.091
H -1.80712 -2.96457 -0.16644  0.096
H -1.36896 -3.56916 2.45907  0.087
H 1.05774 -4.83025 2.64123  0.082
H 2.11092 -4.98386 0.11476  0.088

Forces on atoms 1 to 3 (eV/Å):
C 0.64 -0.43 -0.65
C -1.78 1.14 1.87
C -1.32 -0.71 -1.60